Density functional theory data (the ωB97M-V functional and the def2-TZVPD basis) for a 11-piece molecular cluster, C28H66O11S5 overall at a distorted geometry.

Output
Kohn-Sham gap ... 0.321 Eh
Charge ... 0
LUMO energy ... -0.1 eV
ΔE to the lowest compared entry with this formula, charge and spin ... 177.9 kJ/mol
Molar mass ... 739.16 g/mol

Element x y z (Å)
C  3.312811  0.831695  -6.137697
S  4.671441  2.062285  -6.414107
O  4.009611  3.406815  -6.778967
C  5.281641  2.151135  -4.682477
H  3.731351  -0.172225  -6.208857
H  2.470881  0.846935  -6.829817
H  2.786301  1.008665  -5.199847
H  6.132871  2.819045  -4.550547
H  5.597091  1.176385  -4.310367
H  4.499151  2.600295  -4.070877
C  0.686491  3.526245  5.986013
S  0.560491  2.731375  7.654533
O  1.095671  3.699195  8.695593
C  -1.252729  2.643535  7.801523
H  -0.017009  3.004725  5.337003
H  1.718041  3.550415  5.634693
H  0.399651  4.577635  5.966453
H  -1.583889  3.678155  7.891083
H  -1.542699  2.099445  8.700393
H  -1.828709  2.272325  6.953863
C  2.901441  -6.832885  2.040863
S  2.216191  -6.519405  0.385173
O  3.262831  -5.662165  -0.340507
C  1.044411  -5.213875  0.968983
H  2.172971  -7.119685  2.799273
H  3.485981  -5.977125  2.378643
H  3.656761  -7.617765  2.001723
H  0.430881  -4.922115  0.116603
H  1.559191  -4.285645  1.216953
H  0.356161  -5.551935  1.743663
C  -5.410019  -3.957815  -4.206217
S  -6.304149  -2.314995  -4.172247
O  -7.794709  -2.715025  -4.139577
C  -5.947519  -1.811665  -2.391387
H  -5.477229  -4.379905  -5.208917
H  -5.851619  -4.718245  -3.562147
H  -4.369819  -3.799065  -3.921797
H  -5.179479  -1.038955  -2.357677
H  -5.645669  -2.648255  -1.761227
H  -6.877079  -1.390745  -2.008187
C  -0.737539  1.757695  -0.174937
S  0.671251  1.182155  0.920813
O  0.127021  0.010925  1.716523
C  1.629631  0.268515  -0.370067
H  -1.440389  2.313955  0.445283
H  -1.386999  0.929115  -0.457367
H  -0.434099  2.299195  -1.070927
H  2.400141  -0.387085  0.035623
H  2.193361  0.846795  -1.102127
H  0.958981  -0.341125  -0.975577
C  3.183101  -1.765215  4.814643
C  3.724611  -2.404555  6.078493
O  3.605581  -3.602245  6.245493
C  4.624441  -1.512465  6.998713
H  2.448251  -2.421935  4.349003
H  3.950171  -1.677205  4.045253
H  2.635221  -0.838595  4.985783
H  4.068201  -0.694515  7.456583
H  5.388631  -1.035285  6.385193
H  5.147041  -2.118115  7.739103
C  6.770551  -2.040555  -0.606917
C  7.723861  -2.644815  0.457913
O  8.873731  -2.943885  0.099563
C  7.169921  -2.819185  1.828913
H  5.754181  -2.212115  -0.252417
H  6.924851  -2.542385  -1.562137
H  6.990091  -0.989155  -0.792587
H  6.118111  -3.101285  1.781743
H  7.342621  -1.842195  2.280313
H  7.760431  -3.558115  2.370543
C  -0.934659  -2.659595  -6.731337
C  -0.294909  -2.712355  -5.357727
O  -0.540479  -1.851275  -4.506047
C  0.802331  -3.742895  -5.101437
H  -0.496309  -3.439845  -7.353557
H  -0.759519  -1.673275  -7.160997
H  -1.993009  -2.914075  -6.674477
H  0.368271  -4.625075  -4.630837
H  1.615131  -3.455085  -4.434647
H  1.109461  -4.171455  -6.055437
C  -4.983779  0.418455  2.101313
C  -4.608759  0.878665  3.508483
O  -4.503359  2.081645  3.783343
C  -4.372629  -0.200845  4.540233
H  -4.603579  1.132395  1.370683
H  -6.054169  0.266855  1.962053
H  -4.564509  -0.580325  1.979833
H  -5.055329  -1.041065  4.413533
H  -4.501669  0.211665  5.540873
H  -3.336999  -0.523975  4.434553
C  -2.604989  2.522495  -5.355077
C  -3.985659  2.535395  -4.811987
O  -4.230079  2.593555  -3.595857
C  -5.044859  2.452925  -5.888827
H  -1.945169  2.158025  -4.567737
H  -2.393279  3.493535  -5.802687
H  -2.433179  1.739385  -6.093537
H  -5.008389  3.059015  -6.794047
H  -5.935329  2.805675  -5.368517
H  -5.286509  1.438325  -6.205547
C  -2.332469  8.837055  2.240113
C  -2.669769  7.408995  1.831413
O  -1.730549  6.707965  1.481583
C  -4.043029  6.848275  1.917153
H  -1.373329  9.197015  1.867833
H  -2.264409  8.990405  3.317123
H  -3.067639  9.505605  1.792163
H  -4.696489  7.508565  1.346963
H  -4.412219  6.771315  2.939833
H  -3.977099  5.874795  1.431263

Force components x, y, z for each atom (eV/Å):
-0.20 0.08 0.45
-1.27 1.56 -0.70
1.07 -2.17 0.98
-0.40 0.34 0.16
0.17 0.05 0.34
0.60 0.62 -0.74
0.50 -0.07 0.39
0.07 0.03 -0.74
-0.30 -0.14 -0.16
-0.24 -0.31 0.02
-0.56 0.37 0.48
0.95 0.53 0.09
-0.98 -0.88 -1.16
-0.39 1.13 -0.02
0.39 -0.24 -0.20
-0.06 -0.67 0.12
-0.32 0.04 0.58
0.00 0.13 0.32
0.35 0.00 -0.03
0.60 -0.43 -0.23
0.81 -0.29 0.22
1.00 2.64 0.35
-1.11 -1.48 0.68
-0.52 -0.22 -0.70
-0.24 0.11 -0.27
-0.43 0.41 -0.16
-0.21 -0.29 -0.39
-0.02 -0.31 -0.22
0.47 -0.41 0.38
0.26 -0.08 0.14
0.00 0.50 0.03
-2.08 -1.82 1.48
2.23 0.80 -0.30
0.15 -0.13 -0.60
0.06 0.43 -0.15
-0.30 0.50 0.36
0.06 0.04 -0.11
0.06 -0.05 -0.19
-0.09 -0.12 -0.24
-0.05 -0.10 -0.28
-0.18 -0.52 0.54
-0.71 -1.82 -0.95
0.21 1.25 -0.25
0.20 0.14 -0.87
0.54 0.61 0.15
0.64 -0.60 -0.17
0.20 0.13 0.29
-0.38 0.07 0.76
-0.23 0.77 0.17
-0.32 -0.06 0.35
-0.96 -0.34 -0.12
1.19 -0.14 -0.04
-0.01 0.83 0.31
-0.50 -0.66 -0.66
-0.02 -0.28 0.26
0.30 0.45 0.29
0.50 0.30 0.01
-0.15 -0.14 0.09
-0.03 0.01 -0.23
-0.33 -0.01 0.05
0.31 -0.64 0.69
1.87 -0.27 -2.75
-2.20 0.49 1.31
0.66 -0.27 -0.06
-0.14 0.39 -0.34
0.03 -0.16 0.15
-0.12 0.09 0.33
0.07 0.22 0.24
-0.44 0.06 0.40
-0.09 0.06 0.04
0.21 -0.93 0.24
0.77 1.80 1.66
0.06 -1.42 -1.33
-0.84 -0.77 -0.46
0.07 0.23 -0.22
-0.23 -0.08 0.01
-0.11 0.44 0.10
-0.39 0.00 0.30
-0.14 0.43 -0.32
0.60 0.33 0.03
0.50 -0.25 0.54
-0.49 2.09 0.13
-0.07 -2.27 -0.47
-0.15 0.49 0.15
-0.09 -0.16 0.00
-0.14 0.35 0.26
0.26 0.05 -0.38
0.16 -0.07 -0.13
0.06 0.04 -0.07
0.01 -0.25 -0.04
0.87 -1.01 0.60
-0.26 -0.20 1.08
0.26 -0.16 -2.76
-1.94 0.44 1.04
0.37 0.97 0.23
0.38 -0.04 0.21
-0.61 0.18 -0.54
0.91 0.08 0.14
-0.38 -0.11 -0.12
0.41 -0.21 0.16
-0.44 0.52 -0.48
2.63 -0.12 0.58
-0.81 0.13 -0.06
-0.10 0.12 -0.59
0.09 -0.63 -0.24
-0.52 -0.20 0.09
-0.27 0.20 0.41
-0.31 -0.07 0.09
0.07 0.04 -0.01
-0.33 -0.01 0.23